70
Properties=species:S:1:pos:R:3:lowdin_spin:R:1 method="wB97M-V/def2-TZVPD" fmax_ev_per_a=0.62 total_charge=-1 relative_energy_kj_mol=0.0 orbital_gap_ev="6.80 / 6.94" multiplicity=4
Re -1.699 -0.817 0.912 2.3726
C 4.694 1.333 2.683 0.0003
C 3.309 1.224 2.093 0.0015
C 3.072 1.437 0.739 0.0004
C 1.806 1.289 0.217 0.0032
C 0.719 0.935 1.016 0.0153
N -0.558 0.765 0.413 0.0658
C -0.975 1.789 -0.473 0.0054
C -0.510 3.094 -0.235 0.0099
C -0.768 4.145 -1.085 -0.0021
C -1.529 3.954 -2.233 0.0117
C -1.813 5.084 -3.192 0.0021
C -2.057 2.693 -2.431 -0.0016
C -1.837 1.615 -1.566 0.0143
C -2.571 0.296 -1.854 0.0144
O -2.686 -0.586 -0.816 0.1320
C -4.068 0.575 -2.257 0.0007
F -4.804 -0.528 -2.167 0.0013
F -4.606 1.483 -1.431 0.0001
F -4.229 1.033 -3.517 -0.0002
C -1.855 -0.450 -3.018 0.0061
F -0.629 -0.808 -2.620 0.0009
F -1.704 0.292 -4.131 0.0015
F -2.515 -1.557 -3.372 0.0013
C 0.936 0.729 2.379 0.0062
C 2.228 0.878 2.890 0.0003
C -0.271 0.350 3.253 0.0126
O -0.948 -0.748 2.781 0.1193
C 0.132 -0.051 4.700 -0.0010
F 0.653 0.982 5.396 -0.0005
F -0.909 -0.512 5.390 0.0008
F 1.043 -1.033 4.687 0.0007
C -1.259 1.598 3.359 0.0048
F -2.278 1.477 2.480 0.0128
F -1.833 1.737 4.562 0.0005
F -0.642 2.757 3.088 0.0015
H 5.352 1.918 2.039 0.0000
H 5.142 0.343 2.806 0.0001
H 4.668 1.803 3.667 0.0000
H 3.892 1.717 0.082 0.0001
H 1.637 1.429 -0.843 0.0001
H 0.087 3.267 0.651 0.0005
H -0.374 5.129 -0.850 -0.0004
H -0.970 5.775 -3.240 0.0003
H -2.691 5.655 -2.879 0.0008
H -2.005 4.707 -4.197 0.0001
H -2.679 2.545 -3.301 -0.0003
H 2.417 0.734 3.941 0.0000
S -3.578 -2.050 1.785 0.0617
C -3.159 -3.709 1.501 0.0318
C -4.114 -4.701 1.913 0.0013
N -4.895 -5.480 2.242 0.0072
C -2.002 -4.073 0.919 0.0264
S -0.790 -2.929 0.383 0.0465
C -1.676 -5.451 0.692 0.0004
N -1.365 -6.545 0.514 0.0040
C 3.367 -3.300 -0.374 0.0000
P 2.338 -2.274 -1.443 0.0001
C 1.553 -3.424 -2.590 0.0004
C 3.483 -1.326 -2.472 0.0001
O 1.403 -1.415 -0.678 0.0034
H 4.121 -3.858 -0.933 0.0000
H 2.709 -3.992 0.156 0.0000
H 3.846 -2.649 0.359 0.0000
H 2.298 -4.068 -3.063 0.0000
H 1.021 -2.849 -3.350 0.0000
H 0.828 -4.027 -2.042 0.0003
H 4.121 -1.978 -3.072 0.0000
H 4.096 -0.689 -1.834 0.0000
H 2.883 -0.693 -3.129 0.0000